{
  "formula": "C2S4",
  "method": "ωB97M-V/def2-TZVPD",
  "fmax_ev_per_a": 1.86,
  "charge": 0,
  "smiles": "S1SC1=C1SS1",
  "relative_energy_kj_mol": 221.8,
  "total_energy_ev": -45412.3004,
  "e_homo_ev": -8.890,
  "gap_ev": 8.013,
  "symbols": ["S", "C", "S", "S", "S", "C"],
  "xyz": [[-1.08262, -1.95272, -0.59668], [-0.09536, -0.65716, 0.03934], [0.16704, -2.03082, 1.11769], [-0.12164, 1.95604, -1.15129], [1.04429, 2.03178, 0.59696], [0.07774, 0.64046, 0.03825]],
  "forces_ev_per_angstrom": [[0.41, 0.37, 0.10], [-0.30, -0.41, 1.04], [-0.13, 0.36, -0.44], [-0.18, -0.51, 0.48], [-0.51, -1.09, -0.03], [0.71, 1.28, -1.16]]
}

{
  "formula": "C4H7N2",
  "method": "ωB97M-V/def2-TZVPD",
  "spin_multiplicity": 3,
  "fmax_ev_per_a": 2.92,
  "charge": 1,
  "s2": 2.007,
  "relative_energy_kj_mol": 331.9,
  "total_energy_ev": -7227.2926,
  "e_homo_ev": [-9.530, -15.763],
  "gap_ev": [6.330, 7.163],
  "symbols": ["H", "H", "N", "H", "C", "C", "H", "H", "H", "H", "C", "C", "N"],
  "xyz": [[1.15144, 1.30149, -1.30498], [2.25775, -0.74608, -0.67739], [1.32620, 1.06419, -0.28056], [-0.88611, -1.64812, 0.60103], [2.09019, -0.04850, 0.09119], [0.61332, 0.14652, 0.46602], [2.88753, 0.00614, 0.82189], [0.17216, 0.38680, 1.42117], [-3.76539, 0.96765, 0.17023], [-0.31262, -1.13079, -1.06046], [-1.96751, -0.12346, -0.16002], [-0.65268, -0.73455, -0.13203], [-2.91428, 0.55870, 0.04391]],
  "forces_ev_per_angstrom": [[0.13, 0.06, 1.47], [0.54, -0.69, -1.15], [-0.71, 0.50, -2.79], [1.17, 1.90, -1.26], [0.06, -0.20, 1.56], [-1.73, -1.34, 0.51], [-0.20, 0.34, 0.33], [1.15, 0.42, 0.90], [-2.35, 0.82, 0.06], [0.00, -0.30, -1.02], [0.24, -1.89, -1.47], [-0.84, 0.03, 2.19], [2.53, 0.35, 0.67]]
}

{
  "formula": "C4H7NO",
  "method": "ωB97M-V/def2-TZVPD",
  "fmax_ev_per_a": 0.33,
  "charge": 0,
  "smiles": "O[C@H]1C[C@H]2N[C@@H]12",
  "relative_energy_kj_mol": 255.9,
  "total_energy_ev": -7796.9918,
  "e_homo_ev": -9.476,
  "gap_ev": 10.500,
  "symbols": ["N", "H", "H", "H", "C", "H", "C", "H", "C", "H", "H", "C", "O"],
  "xyz": [[-0.54283, -1.31942, 0.07045], [1.50221, -1.37730, -0.86575], [-0.79447, -2.13256, -0.48424], [1.16724, 0.30464, 1.60216], [0.76570, -0.77295, -0.34401], [-0.33302, 1.99070, -0.41148], [-0.48747, -0.18370, -0.86308], [1.83884, 1.06717, 0.12969], [-0.37680, 1.01793, 0.08409], [-0.91925, -0.26849, -1.85470], [-1.47226, 0.14605, 1.34704], [1.02286, 0.45613, 0.52758], [-1.37075, 1.07181, 1.06225]],
  "forces_ev_per_angstrom": [[-0.05, -0.14, -0.05], [-0.21, 0.06, 0.12], [0.29, -0.11, 0.13], [-0.08, -0.05, -0.17], [0.21, 0.02, -0.08], [0.05, -0.14, 0.11], [-0.19, 0.14, -0.24], [-0.12, -0.09, 0.05], [0.20, 0.11, -0.24], [-0.04, 0.10, 0.18], [-0.07, 0.21, -0.01], [0.06, 0.02, 0.09], [-0.05, -0.12, 0.10]]
}